Record 1
Entry from OMol25: a 8-piece molecular cluster, C29H50BBr16FNO6S overall in a non-equilibrium geometry (ωB97M-V with the def2-TZVPD basis set).

Structure (ORCA input):
```
! RIJCOSX wB97M-V def2-TZVPD def2/J DEFGRID3
* xyz 1 1
C -3.98 -0.39 2.35
O -2.62 0.10 2.47
B -2.29 1.08 1.60
O -3.27 1.72 0.87
C -0.69 1.43 1.58
C -0.23 2.50 2.58
C -0.72 3.91 2.29
O -0.11 4.83 2.74
F -1.81 4.11 1.58
O -0.10 0.24 2.11
C -0.02 -0.79 1.10
C 0.37 0.07 -0.13
C 0.13 -0.45 -1.54
S -1.40 -1.41 -1.67
O -2.41 -0.84 -0.81
O -1.12 -2.78 -1.38
N 0.02 1.49 0.23
C -0.44 2.45 -0.77
C 0.25 3.65 -0.82
C -0.11 4.68 -1.69
C -1.18 4.50 -2.56
C -1.86 3.28 -2.52
C -1.52 2.27 -1.63
H -4.71 0.37 2.65
H -4.07 -1.20 3.08
H -4.12 -0.75 1.33
H -3.44 1.26 0.03
H -0.63 2.21 3.56
H 0.86 2.56 2.63
H -0.93 -1.40 1.04
H 0.76 -1.45 1.48
H 1.45 0.05 -0.07
H 0.09 0.31 -2.33
H 0.93 -1.14 -1.82
H -1.79 -1.30 -2.98
H 0.94 1.87 0.49
H 1.08 3.82 -0.12
H 0.45 5.60 -1.65
H -1.47 5.29 -3.24
H -2.70 3.09 -3.19
H -2.09 1.35 -1.63
Br 3.57 2.23 1.63
C 4.00 0.36 1.96
C 4.99 -0.18 0.96
Br 4.11 -0.51 -0.74
H 3.06 -0.19 1.97
H 4.43 0.34 2.97
H 5.38 -1.14 1.28
H 5.81 0.50 0.76
Br 3.25 7.49 -1.97
C 4.43 6.05 -2.57
C 3.75 5.18 -3.58
Br 2.46 3.99 -2.73
H 4.74 5.51 -1.68
H 5.29 6.55 -3.00
H 4.47 4.52 -4.07
H 3.21 5.74 -4.34
Br -2.35 9.62 2.33
C -0.84 9.48 1.09
C -0.90 8.20 0.31
Br -0.34 6.66 1.40
H 0.06 9.58 1.69
H -0.94 10.34 0.44
H -0.20 8.24 -0.53
H -1.89 7.97 -0.07
Br -2.33 -3.67 2.83
C -3.56 -4.96 3.62
C -4.98 -4.50 3.52
Br -5.38 -3.11 4.82
H -3.23 -5.11 4.64
H -3.41 -5.88 3.05
H -5.66 -5.31 3.75
H -5.24 -4.09 2.54
Br -11.23 -1.33 4.32
C -10.40 -2.86 5.19
C -8.98 -3.04 4.75
Br -8.88 -3.83 2.97
H -11.03 -3.72 4.98
H -10.44 -2.64 6.26
H -8.46 -3.74 5.40
H -8.42 -2.11 4.71
Br 3.15 -0.54 -4.27
C 3.55 -2.43 -3.96
C 4.50 -2.97 -4.99
Br 3.59 -3.30 -6.68
H 2.60 -2.95 -3.93
H 4.01 -2.46 -2.97
H 4.89 -3.93 -4.69
H 5.32 -2.30 -5.21
Br 7.70 -5.44 -5.35
C 6.32 -6.22 -6.48
C 6.85 -6.61 -7.83
Br 7.08 -5.05 -8.97
H 5.51 -5.50 -6.53
H 5.98 -7.10 -5.94
H 6.13 -7.24 -8.35
H 7.81 -7.11 -7.79
Br 2.52 -4.36 5.26
C 1.11 -5.16 4.18
C 1.62 -5.52 2.81
Br 1.79 -3.94 1.67
H 0.29 -4.45 4.15
H 0.81 -6.05 4.72
H 0.90 -6.16 2.30
H 2.59 -6.00 2.82
*
```

The calculation puts the orbital gap at 9.131 eV. As for the maximum force: 3.05 eV Å⁻¹. The HOMO energy comes out at -11.19 eV.

---

Record 2
Entry from OMol25: C29H50BrHgNOP2 as an isolated structure in a non-equilibrium geometry (ωB97M-V with the def2-TZVPD basis set).

Structure (ORCA input):
```
! RIJCOSX wB97M-V def2-TZVPD def2/J DEFGRID3
* xyz 2 1
N -7.15 5.48 -6.50
C -6.84 6.03 -5.32
C -5.97 5.41 -4.41
C -5.35 4.19 -4.77
C -5.63 3.67 -6.05
C -6.57 4.33 -6.86
C -4.41 3.55 -3.87
Hg 0.73 -0.06 -0.54
P 5.56 -0.83 -1.08
C -3.44 2.72 -4.29
C -2.55 2.06 -3.41
C -1.39 1.48 -3.95
C -0.36 1.10 -3.10
C -0.63 1.08 -1.74
C -1.77 1.59 -1.16
C -2.76 2.10 -2.01
Br 2.34 1.04 1.15
H -4.52 3.85 -2.82
H -3.25 2.62 -5.37
H -5.74 5.89 -3.45
H -5.13 2.77 -6.41
H -7.31 6.99 -5.06
H -6.86 3.89 -7.82
H -1.27 1.41 -5.03
H -3.66 2.55 -1.59
H 0.62 0.80 -3.47
H -1.91 1.60 -0.09
P -0.46 -2.13 -1.19
C 5.07 0.92 -0.87
C 6.20 1.89 -1.23
H 4.78 1.05 0.19
H 4.18 1.09 -1.50
H 5.98 2.89 -0.85
H 7.16 1.58 -0.81
H 6.32 1.98 -2.32
C 4.85 -1.32 -2.69
C 5.67 -2.43 -3.35
H 4.85 -0.42 -3.31
H 3.81 -1.65 -2.51
H 5.39 -2.53 -4.40
H 6.75 -2.21 -3.32
H 5.52 -3.40 -2.88
C 4.61 -1.82 0.14
C 5.42 -2.05 1.42
H 4.40 -2.78 -0.36
H 3.67 -1.27 0.35
H 4.91 -2.79 2.06
H 6.42 -2.43 1.21
H 5.53 -1.13 2.01
C -0.39 -3.31 0.20
C -1.45 -4.41 0.27
H -0.41 -2.70 1.11
H 0.61 -3.76 0.13
H -2.39 -4.05 0.71
H -1.68 -4.87 -0.70
H -1.08 -5.21 0.93
C 0.57 -2.77 -2.56
C 0.03 -2.55 -3.97
H 0.72 -3.84 -2.35
H 1.55 -2.28 -2.46
H -0.86 -3.16 -4.16
H -0.24 -1.50 -4.15
H 0.80 -2.82 -4.70
C -2.20 -2.00 -1.71
C -3.17 -1.61 -0.59
H -2.48 -2.98 -2.15
H -2.25 -1.26 -2.52
H -3.98 -0.99 -1.00
H -3.63 -2.48 -0.12
H -2.70 -1.00 0.19
C -0.03 0.24 4.11
C -1.06 -0.09 3.06
O -1.07 0.78 1.91
C -1.05 2.18 2.28
C -2.33 2.62 2.97
H 0.97 0.36 3.68
H 0.00 -0.57 4.84
H -0.29 1.16 4.64
H -0.88 -1.10 2.64
H -2.08 -0.08 3.50
H -0.18 2.36 2.92
H -0.90 2.72 1.34
H -2.41 2.20 3.98
H -2.31 3.71 3.07
H -3.22 2.34 2.41
*
```

The calculation puts the orbital gap (alpha / beta) at 4.111 / 3.467 eV. For the energy relative to the best compared isomer or geometry (same formula, charge and spin), the calculation gives 0.623 eV. As for the maximum force: 2.72 eV Å⁻¹. The HOMO energy (alpha / beta) comes out at -12.34 / -12.40 eV.

---

Record 3
Entry from OMol25: C29H50P2Re as an isolated structure in a non-equilibrium geometry (ωB97M-V with the def2-TZVPD basis set).

Structure (ORCA input):
```
! RIJCOSX wB97M-V def2-TZVPD def2/J DEFGRID3
* xyz 2 4
Re 0.20 -0.37 -0.53
C -0.76 -2.72 1.51
C 0.28 -2.81 0.58
C 0.73 -1.07 2.07
C -0.51 -1.62 2.38
C 1.25 -1.71 0.84
C -1.91 -3.67 1.66
H -1.99 -4.34 0.80
H -2.86 -3.14 1.78
H -1.77 -4.30 2.55
C -1.41 -1.13 3.46
H -2.43 -1.54 3.39
H -1.51 -0.03 3.45
H -1.02 -1.40 4.45
C 1.50 -0.20 2.98
H 1.46 -0.58 4.02
H 1.09 0.81 2.99
H 2.55 -0.09 2.69
C 2.73 -1.96 0.70
H 3.04 -2.77 1.38
H 3.31 -1.07 0.97
H 3.00 -2.26 -0.32
C 0.52 -3.97 -0.32
H 0.76 -4.87 0.27
H 1.37 -3.80 -0.99
H -0.35 -4.21 -0.95
C -0.84 0.96 -2.27
C -1.72 -0.21 -2.76
C -1.08 -1.34 -3.59
C 0.43 -1.54 -3.48
C 1.05 -1.18 -2.12
C 1.69 0.15 -1.85
C 1.57 1.15 -3.01
C 0.11 1.41 -3.41
H -1.30 -1.14 -4.65
H 0.95 -1.06 -4.31
H -1.57 -2.29 -3.40
H -0.15 0.86 -4.35
H -1.55 1.77 -2.04
H -2.42 0.27 -3.46
H -0.09 2.47 -3.62
H 2.04 2.09 -2.75
H 2.77 0.07 -1.56
H 2.13 0.75 -3.88
H 0.63 -2.62 -3.61
H 1.66 -2.03 -1.79
P -2.99 -0.71 -1.51
C -4.44 0.37 -1.29
C -3.25 -2.47 -1.53
P 3.52 1.17 0.12
C -1.77 -0.50 -0.19
C 5.11 0.71 -0.61
C 3.27 2.90 -0.37
H -4.25 0.98 -0.38
H -5.35 -0.24 -1.19
H -4.54 1.04 -2.17
H -2.29 -2.99 -1.40
H -3.71 -2.84 -2.44
H -3.89 -2.77 -0.69
H 3.34 3.00 -1.46
H 4.02 3.48 0.21
H 2.25 3.19 -0.02
H -2.19 -0.62 0.81
H -0.26 1.07 -1.31
H 5.79 0.59 0.25
H 5.50 1.43 -1.34
H 5.03 -0.29 -1.09
C -0.14 2.87 3.79
C -0.57 3.17 2.36
C -2.10 3.05 2.30
C -0.21 4.62 2.04
C 0.07 2.26 1.36
C 0.38 1.37 0.56
H -0.61 3.58 4.47
H 0.95 2.95 3.91
H -0.45 1.86 4.11
H -2.55 3.81 2.96
H -2.46 3.21 1.28
H -2.43 2.06 2.63
H 0.87 4.79 2.13
H -0.53 4.89 1.03
H -0.71 5.30 2.74
*
```

The expectation value of S² is 3.834. The calculation puts the orbital gap (alpha / beta) at 3.599 / 5.189 eV. For the energy relative to the best compared isomer or geometry (same formula, charge and spin), the calculation gives 1.737 eV. As for the maximum force: 6.25 eV Å⁻¹. The HOMO energy (alpha / beta) comes out at -11.64 / -13.55 eV.

---

Record 4
Entry from OMol25: a 3-piece molecular cluster, C29H52BN2O10 overall in a non-equilibrium geometry (ωB97M-V with the def2-TZVPD basis set).

Structure (ORCA input):
```
! RIJCOSX wB97M-V def2-TZVPD def2/J DEFGRID3
* xyz 1 1
C 2.94 -2.96 3.65
C 2.42 -1.68 3.29
C 1.85 -0.38 2.49
C 1.48 -0.65 0.88
C 2.90 -1.28 0.41
C 3.32 -1.19 -1.15
O 4.45 -0.66 -1.67
C 0.12 -1.52 0.56
C -0.22 -2.92 1.31
O -0.24 -4.01 0.27
C -1.59 -4.17 -0.30
C -1.58 -5.65 -1.08
O -0.54 -5.73 -2.13
C 0.08 -7.07 -2.04
C 1.38 -6.90 -1.02
O 1.94 -5.55 -1.23
C 3.41 -5.57 -1.28
C 4.13 -5.22 0.17
C -0.94 -0.42 1.15
N -2.31 -0.54 1.79
N -0.47 0.87 1.07
C 0.91 0.79 0.35
C 1.56 2.21 0.80
C 2.97 2.55 -0.24
C 2.71 3.80 -1.41
O 3.63 3.96 -0.06
B 0.39 1.04 -1.19
O -0.52 2.23 -1.37
C 0.63 0.18 -2.54
C -0.58 0.54 -3.64
H 3.11 -4.08 4.03
H 2.75 0.41 2.54
H 0.97 0.06 3.11
H 3.78 -0.79 1.04
H 2.86 -2.44 0.67
H 2.60 -1.71 -1.95
H -0.09 -1.83 -0.58
H -1.29 -2.97 1.83
H 0.55 -3.30 2.10
H -1.71 -3.34 -1.13
H -2.46 -4.20 0.47
H -2.66 -5.75 -1.54
H -1.43 -6.46 -0.22
H 0.48 -7.41 -3.11
H -0.68 -7.90 -1.67
H 2.11 -7.78 -1.27
H 1.05 -6.96 0.11
H 3.73 -4.69 -2.02
H 3.86 -6.56 -1.72
H 3.25 -5.11 0.96
H 4.90 -6.08 0.47
H 4.74 -4.21 0.10
H -2.27 -0.51 2.84
H -2.99 0.17 1.43
H -0.95 1.74 1.38
H 0.87 3.17 0.61
H 1.93 2.31 1.90
H 3.69 1.57 -0.58
H 3.36 3.82 -2.39
H 1.62 4.19 -1.28
H -1.47 1.95 -1.22
H 0.61 -0.98 -2.45
H 1.65 0.45 -3.09
H -0.37 1.62 -4.05
H -1.61 0.55 -3.07
H -0.61 -0.25 -4.53
O -3.86 2.12 0.27
C -4.60 1.83 -0.67
O -5.53 2.70 -1.10
C -6.30 2.54 -2.31
C -7.53 1.70 -2.07
C -4.54 0.46 -1.29
H -5.68 2.16 -3.12
H -6.61 3.55 -2.61
H -7.27 0.69 -1.75
H -8.14 1.63 -2.97
H -8.14 2.13 -1.27
H -5.17 -0.22 -0.72
H -3.50 0.11 -1.26
H -4.83 0.44 -2.34
O 2.34 5.33 4.69
C 1.88 6.04 3.79
O 1.21 7.18 4.09
C 0.83 8.18 3.13
C -0.51 7.83 2.50
C 1.97 5.62 2.36
H 1.62 8.34 2.39
H 0.73 9.12 3.69
H -0.46 6.89 1.94
H -0.82 8.63 1.81
H -1.27 7.71 3.27
H 1.14 4.96 2.12
H 2.91 5.07 2.22
H 2.00 6.45 1.66
*
```

The calculation puts the orbital gap at 7.220 eV. As for the maximum force: 9.87 eV Å⁻¹. The HOMO energy comes out at -11.46 eV.

---

Record 5
Entry from OMol25: a 5-piece molecular cluster, C29H53BrF3IN3O13 overall in a non-equilibrium geometry (ωB97M-V with the def2-TZVPD basis set).

Structure (ORCA input):
```
! RIJCOSX wB97M-V def2-TZVPD def2/J DEFGRID3
* xyz 1 1
O 2.47 -7.39 1.47
C 3.68 -6.90 2.20
C 4.61 -6.06 1.15
C 4.62 -4.43 1.37
C 4.00 -3.56 0.14
C 4.94 -3.08 -1.11
C 6.31 -3.96 -1.32
C 6.49 -4.34 -2.94
I 8.54 -3.86 -3.57
C 2.47 -4.14 -0.17
N 1.36 -3.09 -0.02
C 0.63 -2.90 -1.33
C -1.00 -3.06 -0.96
C -1.71 -4.34 -1.70
F -2.37 -4.09 -3.03
C -1.81 -5.73 -1.18
F -0.66 -6.68 -1.36
F -3.11 -6.13 -0.52
C 2.14 -1.91 0.54
N 1.77 -0.64 0.90
Br -0.01 -0.07 0.72
N 3.59 -2.25 0.78
H 1.83 -7.84 2.10
H 3.43 -6.35 3.20
H 4.29 -7.89 2.47
H 4.31 -6.25 0.02
H 5.74 -6.42 1.31
H 3.92 -4.22 2.32
H 5.70 -4.10 1.71
H 5.25 -1.95 -1.10
H 4.28 -3.22 -2.10
H 7.28 -3.31 -1.05
H 6.35 -4.98 -0.75
H 6.27 -5.50 -3.08
H 5.75 -3.77 -3.63
H 2.05 -5.00 0.51
H 2.62 -4.64 -1.22
H 0.86 -1.88 -1.87
H 0.85 -3.75 -2.13
H -1.09 -3.09 0.23
H -1.50 -2.03 -1.27
H 2.45 0.07 1.30
H 4.28 -1.46 0.79
C -2.19 4.94 4.40
C -3.45 4.27 4.93
O -3.76 3.08 4.20
C -2.97 2.01 4.46
O -2.04 1.97 5.26
O -3.36 0.98 3.67
C -2.53 -0.18 3.77
H -2.27 5.12 3.33
H -2.01 5.88 4.92
H -1.31 4.30 4.55
H -4.30 4.95 4.79
H -3.39 4.06 6.00
H -2.46 -0.52 4.81
H -1.55 0.03 3.36
H -2.99 -0.98 3.18
C 0.37 -1.26 -6.92
C 0.58 -0.81 -5.48
O 1.86 -1.23 -4.99
C 2.93 -0.54 -5.46
O 2.89 0.39 -6.26
O 4.06 -1.07 -4.93
C 5.26 -0.50 -5.44
H 0.52 -2.34 -7.01
H -0.63 -1.01 -7.26
H 1.09 -0.79 -7.60
H -0.17 -1.29 -4.84
H 0.46 0.27 -5.37
H 5.27 0.58 -5.31
H 5.39 -0.77 -6.49
H 6.10 -0.92 -4.87
C -7.26 4.32 3.01
C -8.64 4.90 2.72
O -9.48 4.84 3.87
C -9.21 5.74 4.85
O -8.32 6.57 4.83
O -10.07 5.53 5.88
C -9.81 6.33 7.02
H -7.35 3.30 3.40
H -6.65 4.30 2.11
H -6.73 4.90 3.77
H -9.12 4.30 1.94
H -8.57 5.93 2.34
H -9.79 7.40 6.76
H -8.87 6.03 7.49
H -10.62 6.17 7.74
C 1.40 6.74 -2.17
C 0.13 6.08 -1.64
O -0.17 4.88 -2.37
C 0.62 3.81 -2.11
O 1.54 3.78 -1.31
O 0.22 2.79 -2.90
C 1.05 1.63 -2.80
H 1.31 6.93 -3.24
H 1.57 7.69 -1.65
H 2.27 6.10 -2.03
H -0.72 6.76 -1.78
H 0.20 5.86 -0.57
H 1.13 1.29 -1.76
H 2.04 1.84 -3.22
H 0.59 0.83 -3.39
*
```

The calculation puts the orbital gap at 6.859 eV. For the energy relative to the best compared isomer or geometry (same formula, charge and spin), the calculation gives 9.492 eV. As for the maximum force: 5.52 eV Å⁻¹. The HOMO energy comes out at -11.24 eV.

---

Which formula does entry 5 have? C29H53BrF3IN3O13

---

What is the formula in the third record? C29H50P2Re

---

What is the maximum force in the second record? 2.72 eV Å⁻¹